[1]
The following is a DFT calculation (ωB97M-V with the def2-TZVPD basis set) of C14H36BBr2Cl3FLi2MgN2O9P2SSi as an isolated structure.

Positions of all 75 atoms, in Å:
C (1.50779, -1.06835, 0.17959)
C (1.11505, 0.18348, -0.76772)
B (-0.01783, 1.01984, 0.05490)
O (0.19376, 1.64629, 1.32204)
Si (-1.80373, 1.13699, -0.73476)
P (-2.76239, -0.85877, -0.40588)
O (-4.35325, -0.55131, 0.19389)
O (-1.93428, -1.64227, 0.85517)
S (-2.96149, -1.89393, -2.02100)
H (1.01699, -0.96521, 1.19612)
H (2.61849, -1.12252, 0.34914)
H (1.06310, -1.98306, -0.29795)
H (2.00374, 0.81850, -1.03708)
H (0.66518, -0.23505, -1.71336)
H (-0.59689, 2.19962, 1.45626)
H (-2.56980, 2.08962, 0.08487)
H (-1.80171, 1.48919, -2.15424)
H (-4.42274, 0.42775, 0.18007)
H (-1.48115, -2.43828, 0.54138)
C (2.60421, 3.45325, -4.67299)
C (3.00425, 2.51555, -3.56652)
O (2.90781, 1.31188, -3.69025)
C (3.53103, 3.12635, -2.29419)
H (2.24478, 2.87480, -5.52430)
H (1.80174, 4.11018, -4.33184)
H (3.46595, 4.04477, -4.98916)
H (2.77133, 3.76932, -1.84535)
H (4.43542, 3.70116, -2.50469)
H (3.77705, 2.33081, -1.59095)
Br (-6.10656, 1.34013, 1.93869)
C (-6.90873, -0.42807, 2.00446)
C (-8.41124, -0.34041, 2.01884)
Br (-9.07293, 0.18239, 3.78636)
H (-6.49624, -0.93423, 2.87569)
H (-6.56306, -0.93214, 1.10031)
H (-8.85611, -1.31653, 1.82406)
H (-8.80697, 0.38233, 1.30769)
C (-4.07868, 4.97422, 1.54936)
C (-4.17627, 3.90507, 0.52199)
N (-4.22924, 3.03987, -0.25035)
H (-3.11086, 5.47767, 1.45832)
H (-4.87960, 5.70149, 1.41137)
H (-4.15879, 4.53993, 2.54603)
F (-3.47836, 0.57860, -3.33102)
Li (-11.07456, -1.44135, 4.24792)
C (3.46974, -7.10959, -0.90779)
C (2.90854, -5.81778, -1.48402)
C (3.28024, -4.57371, -0.67322)
O (2.49463, -4.51751, 0.51095)
C (3.15538, -4.99280, 1.68567)
N (1.40867, -5.90855, -1.46953)
H (2.99230, -7.38425, 0.03535)
H (3.31246, -7.93907, -1.60319)
H (4.54251, -7.02083, -0.73570)
H (3.21854, -5.70896, -2.52464)
H (3.01247, -3.68859, -1.25860)
H (4.35212, -4.51195, -0.47261)
H (4.23903, -4.87093, 1.63256)
H (2.90756, -6.04436, 1.84597)
H (2.77983, -4.42513, 2.53705)
H (1.05036, -6.81395, -1.77941)
H (0.97844, -5.17252, -2.04016)
H (1.09373, -5.73466, -0.50327)
C (4.42637, 2.63977, 1.59095)
Cl (5.10347, 1.26483, 0.67226)
Cl (5.43537, 2.98457, 3.02567)
Cl (4.28461, 4.06787, 0.57394)
H (3.42429, 2.36427, 1.92692)
O (-0.51726, 7.29370, 0.37844)
P (0.00489, 6.56546, 1.62682)
O (-1.11976, 5.85906, 2.36343)
O (0.68743, 7.61123, 2.52176)
O (1.08219, 5.56798, 1.17158)
Mg (7.01834, -0.28263, -0.00665)
Li (3.35927, 2.07944, 4.07855)

## Properties
E_HOMO in eV: -6.52
Charge: +1
Gap between HOMO and LUMO in eV: 2.14


[2]
The following is a DFT calculation (ωB97M-V with the def2-TZVPD basis set) of C14H36N2O17PS5 as an isolated structure.

Positions of all 75 atoms, in Å:
C (0.59494, 2.67711, 2.49682)
C (0.04765, 1.35408, 2.94997)
O (-0.70098, 1.19804, 3.87996)
O (0.42761, 0.27428, 2.20292)
C (1.83041, -0.05389, 2.22489)
C (2.10246, -1.12741, 1.19989)
C (1.74469, -0.67308, -0.21652)
S (2.88605, -1.43362, -1.36065)
O (2.70352, -2.86003, -1.22331)
O (4.18959, -0.90407, -1.03343)
N (2.50754, -0.93378, -2.83057)
S (1.06938, -0.50831, -3.26831)
O (0.68921, 0.82989, -2.86754)
O (0.05331, -1.52542, -3.06537)
P (1.54921, -0.32621, -5.39053)
N (2.99913, 0.01646, -5.74191)
O (0.99841, -1.65878, -6.13369)
O (0.42087, 0.73556, -5.85423)
H (0.06352, 3.47771, 3.00154)
H (1.65271, 2.70990, 2.75515)
H (0.49550, 2.77262, 1.41645)
H (2.07642, -0.40624, 3.23114)
H (2.43720, 0.83032, 2.01682)
H (3.17137, -1.34350, 1.24385)
H (1.56386, -2.03815, 1.45782)
H (0.72578, -0.93259, -0.49653)
H (1.85547, 0.40558, -0.33439)
H (3.62471, 0.05987, -4.94806)
H (0.19268, -1.47230, -6.62747)
H (0.57493, 1.01852, -6.76397)
O (3.33370, 2.33700, 4.46181)
S (3.49176, 2.91463, 5.76360)
O (2.72705, 4.07182, 6.11139)
O (5.03434, 3.19746, 6.00518)
C (5.74746, 3.89998, 4.95119)
C (5.49000, 5.38972, 4.97784)
C (3.27681, 1.67608, 6.99024)
H (5.47591, 3.45406, 3.99436)
H (6.79200, 3.67024, 5.14919)
H (4.46026, 5.62146, 4.71155)
H (6.15249, 5.87812, 4.26234)
H (5.68557, 5.79433, 5.97083)
H (3.89621, 0.82126, 6.73452)
H (2.22199, 1.40908, 6.96981)
H (3.54881, 2.09165, 7.95664)
O (-2.47396, -3.36084, -6.56362)
S (-1.83126, -4.45967, -5.89505)
O (-1.14736, -5.42673, -6.70383)
O (-2.92618, -5.20905, -5.00504)
C (-4.17989, -5.52846, -5.64257)
C (-4.09043, -6.76712, -6.50900)
C (-0.80678, -3.88161, -4.60865)
H (-4.51464, -4.65960, -6.21056)
H (-4.86781, -5.67683, -4.81192)
H (-3.45757, -6.59759, -7.37815)
H (-5.09020, -7.04180, -6.84990)
H (-3.67185, -7.59843, -5.94158)
H (-1.36978, -3.20400, -3.97523)
H (0.01905, -3.34207, -5.06517)
H (-0.43604, -4.73278, -4.04307)
O (-2.97030, 2.12558, 1.01515)
S (-3.89488, 1.08174, 1.34490)
O (-4.75833, 0.57133, 0.32317)
O (-4.78375, 1.57313, 2.57842)
C (-5.35339, 2.89696, 2.48115)
C (-6.59007, 2.93203, 1.60879)
C (-3.07385, -0.22810, 2.16524)
H (-4.58409, 3.58121, 2.12159)
H (-5.58712, 3.15900, 3.51157)
H (-6.34523, 2.73887, 0.56594)
H (-7.05499, 3.91647, 1.68291)
H (-7.30783, 2.17903, 1.93466)
H (-2.47839, 0.20334, 2.96552)
H (-2.43392, -0.71218, 1.42976)
H (-3.82065, -0.92129, 2.54335)

## Properties
E_HOMO in eV: -6.01
Charge: -1
Gap between HOMO and LUMO in eV: 7.80


[3]
The following is a DFT calculation (ωB97M-V with the def2-TZVPD basis set) of a 2-piece molecular cluster, C14H37BN6O3 overall.

Positions of all 61 atoms, in Å:
C (-1.01414, 5.39145, 1.12712)
C (-2.61377, 4.89604, 1.02728)
N (-2.97326, 4.15529, -0.18791)
N (-2.93981, 2.81891, -0.25533)
C (-4.30786, 2.10302, -0.28778)
C (-5.47836, 2.81692, 0.58822)
N (-6.67061, 1.83351, 0.56406)
N (-6.05642, 4.09814, -0.05056)
N (-5.16528, 2.99089, 2.07194)
B (-2.08822, 2.02072, 0.70154)
O (-2.29666, 1.90791, 2.17847)
O (-0.94115, 1.20104, 0.17131)
C (-0.64682, 0.11373, 1.15184)
H (-0.77730, 5.84667, 0.04981)
H (-0.84219, 6.19652, 1.95844)
H (-0.33250, 4.43225, 1.23044)
H (-2.99425, 4.47366, 2.06924)
H (-3.18540, 5.94810, 0.95379)
H (-2.95504, 4.68093, -1.08418)
H (-2.54510, 2.57704, -1.21906)
H (-4.16108, 0.94408, -0.04380)
H (-4.66151, 2.12480, -1.42733)
H (-7.50353, 2.25798, 1.03281)
H (-6.37424, 0.93484, 1.02678)
H (-6.76033, 3.83037, -0.77909)
H (-6.61011, 4.53134, 0.73639)
H (-5.83962, 2.47707, 2.67962)
H (-5.13351, 4.02559, 2.31692)
H (-1.75661, 2.65027, 2.62311)
H (-0.08303, 0.52249, 2.11890)
H (0.11078, -0.67178, 0.66994)
H (-1.60073, -0.51436, 1.44356)
C (1.90133, -2.46334, -1.77819)
C (3.31888, -2.03888, -1.29814)
C (4.39248, -2.45760, -2.34231)
C (4.72706, -3.94474, -2.33136)
C (5.05961, -4.42117, -0.92213)
C (3.95362, -4.07399, 0.10610)
N (3.56461, -2.62557, 0.06326)
O (4.59947, -1.88731, 0.66531)
C (2.71545, -4.97411, -0.15256)
C (4.43201, -4.52017, 1.52607)
C (3.26384, -0.47459, -1.29440)
H (1.23376, -2.66965, -0.93414)
H (1.40888, -1.67307, -2.35912)
H (1.92109, -3.34064, -2.43085)
H (5.32208, -1.90153, -2.15830)
H (4.06498, -2.17499, -3.35084)
H (3.89779, -4.52722, -2.74595)
H (5.58530, -4.12908, -2.98797)
H (5.23269, -5.50558, -0.94211)
H (6.01463, -3.97141, -0.61515)
H (1.88636, -4.70830, 0.51358)
H (2.95286, -6.03228, 0.03562)
H (2.35234, -4.94028, -1.17896)
H (5.37918, -4.05531, 1.82072)
H (4.59976, -5.60367, 1.56231)
H (3.68104, -4.28025, 2.28757)
H (2.53267, -0.11080, -0.56412)
H (2.97040, -0.09172, -2.27928)
H (4.23349, -0.01818, -1.07112)

## Properties
Multiplicity: 2
E_HOMO (alpha / beta) in eV: -10.68 / -11.26
Charge: +1
Gap between HOMO and LUMO (alpha / beta) in eV: 7.65 / 8.24


Number 1: molar mass 832.712 g/mol, F_max 4.28 eV/Å, E_tot -9580.0464 Ha. Number 2: molar mass 695.748 g/mol, F_max 0.36 eV/Å, E_tot -4276.0185 Ha. Number 3: molar mass 348.301 g/mol, F_max 6.52 eV/Å, E_tot -1134.3232 Ha.